A molecular structure, C19H37N3O11S. Source: the Open Molecules 2025 dataset; level of theory: ωB97M-V with the def2-TZVPD basis set.

```
71
Properties=species:S:1:pos:R:3:lowdin_charge:R:1
C 5.374 2.891 -0.755 -0.053
C 5.255 1.704 -1.744 -0.197
O 3.945 1.577 -2.320 0.005
C 3.143 0.675 -1.735 -0.529
O 3.240 0.277 -0.636 0.138
C 2.008 0.197 -2.634 -0.081
C 0.958 1.333 -2.801 -0.128
C -0.450 0.813 -3.196 -0.105
C -1.544 0.981 -2.104 -0.386
C -2.865 1.084 -2.929 -0.069
C -3.325 2.533 -3.211 -0.341
O -2.237 3.427 -3.452 -0.020
C -4.310 3.065 -2.145 -0.233
N -5.499 2.219 -2.150 0.019
O -1.340 2.034 -1.148 -0.112
S -2.070 1.475 0.189 0.641
O -1.754 2.334 1.238 -0.167
O -3.431 1.094 0.026 -0.217
O -1.300 0.049 0.169 -0.131
C -1.397 -0.329 -1.214 -0.248
C -2.170 -1.601 -1.628 0.005
C -3.209 -2.117 -0.638 -0.504
O -4.122 -2.707 -1.055 0.169
O -3.081 -1.963 0.723 0.060
H 5.906 2.613 0.154 0.062
H 5.934 3.700 -1.235 0.070
H 4.389 3.292 -0.502 0.086
H 5.936 1.926 -2.570 0.116
H 5.613 0.772 -1.300 0.119
H 1.604 -0.714 -2.188 0.111
H 2.460 -0.087 -3.592 0.127
H 1.312 1.936 -3.642 0.121
H 0.970 1.962 -1.907 0.124
H -0.783 1.401 -4.056 0.112
H -0.375 -0.221 -3.550 0.135
H -2.759 0.586 -3.897 0.128
H -3.622 0.505 -2.391 0.104
H -3.910 2.492 -4.139 0.142
H -2.368 4.161 -2.840 0.094
H -3.840 3.150 -1.157 0.097
H -4.647 4.073 -2.421 0.126
H -6.348 2.748 -2.024 0.070
H -5.427 1.452 -1.496 0.056
H -0.360 -0.602 -1.436 0.122
H -2.671 -1.525 -2.592 0.129
H -1.431 -2.403 -1.747 0.141
H -3.712 -1.261 0.950 0.122
C -0.698 -4.270 3.632 -0.357
O 0.274 -4.644 4.262 0.006
N -1.943 -4.771 3.761 -0.201
C -3.057 -4.276 2.974 -0.053
C -2.169 -5.840 4.718 -0.045
H -0.633 -3.465 2.880 0.133
H -3.827 -3.887 3.643 0.092
H -3.472 -5.094 2.380 0.094
H -2.732 -3.482 2.306 0.051
H -1.896 -5.498 5.718 0.092
H -1.544 -6.697 4.465 0.092
H -3.216 -6.135 4.706 0.084
C 4.757 1.920 3.877 -0.360
O 5.303 2.828 3.277 0.003
N 4.460 0.717 3.350 -0.195
C 3.808 -0.325 4.117 -0.055
C 4.809 0.464 1.962 -0.050
H 4.453 2.017 4.934 0.130
H 4.450 -1.208 4.154 0.089
H 2.862 -0.591 3.642 0.090
H 3.611 0.013 5.133 0.082
H 5.889 0.578 1.837 0.095
H 4.308 1.186 1.327 0.065
H 4.511 -0.541 1.674 0.087
```

Values from the calculation:
- E_HOMO: -8.96 eV
- Multiplicity: 1
- Gap between HOMO and LUMO: 9.2 eV
- Strongest force on any atom: 3.31 eV Å⁻¹

A molecular structure, C42H36FP2Yb. Source: the Open Molecules 2025 dataset; level of theory: ωB97M-V with the def2-TZVPD basis set.

```
82
Properties=species:S:1:pos:R:3:lowdin_spin:R:1
C 0.754 -1.106 -4.184 0.000
C -0.286 -1.582 -3.361 0.000
C -1.602 -1.675 -3.846 0.000
C -1.866 -1.364 -5.176 0.000
C -0.819 -0.944 -5.994 0.000
C 0.482 -0.787 -5.513 0.000
P 0.029 -1.824 -1.594 0.000
C -1.281 -2.972 -1.028 0.000
C -2.348 -2.523 -0.215 0.000
C -3.350 -3.429 0.133 0.000
C -3.304 -4.746 -0.340 0.000
C -2.236 -5.194 -1.131 0.000
C -1.207 -4.303 -1.455 0.000
Yb -0.674 0.055 0.262 0.546
P 0.051 1.837 -1.716 0.004
C -1.354 1.908 -2.853 0.000
C -1.194 2.241 -4.206 0.000
C -2.309 2.266 -5.047 0.000
C -3.567 1.915 -4.544 0.000
C -3.724 1.525 -3.207 0.000
C -2.622 1.517 -2.357 0.000
C -0.191 3.210 -0.533 0.001
C 0.665 3.268 0.591 0.001
C 0.463 4.243 1.562 0.000
C -0.581 5.167 1.422 0.000
C -1.435 5.107 0.315 0.000
C -1.247 4.129 -0.662 0.000
C 1.644 2.155 -2.510 0.001
C 2.698 1.237 -2.293 0.000
C 3.947 1.491 -2.855 0.000
C 4.148 2.669 -3.588 0.000
C 3.118 3.605 -3.759 0.000
C 1.855 3.352 -3.208 0.000
C 1.606 -2.709 -1.481 0.000
C 2.064 -3.495 -2.547 0.000
C 3.282 -4.173 -2.427 0.000
C 4.020 -4.055 -1.242 0.000
C 3.565 -3.267 -0.175 0.000
C 2.356 -2.586 -0.288 0.000
H 1.504 2.566 0.680 0.000
H 1.127 4.295 2.428 0.000
H -0.731 5.939 2.177 0.000
H -2.249 5.828 0.198 0.000
H -1.900 4.075 -1.539 0.000
H -0.203 2.494 -4.584 0.000
H -2.182 2.550 -6.096 0.000
H -4.433 1.933 -5.209 0.000
H -4.709 1.233 -2.826 0.000
H -2.762 1.241 -1.300 0.000
H 2.530 0.338 -1.693 0.000
H 4.760 0.771 -2.719 0.000
H 5.127 2.868 -4.028 0.000
H 3.277 4.531 -4.314 0.000
H 1.037 4.069 -3.312 0.000
H 1.472 -3.575 -3.462 0.000
H 3.630 -4.783 -3.264 0.000
H 4.970 -4.587 -1.155 0.000
H 4.151 -3.188 0.746 0.000
H 1.985 -1.971 0.541 0.001
H -2.462 -1.473 0.130 0.000
H -4.175 -3.101 0.773 0.000
H -4.107 -5.445 -0.090 0.000
H -2.189 -6.221 -1.498 0.000
H -0.348 -4.627 -2.050 0.000
H -2.401 -2.028 -3.192 0.000
H -2.886 -1.450 -5.564 0.000
H -1.039 -0.714 -7.030 0.000
H 1.282 -0.430 -6.168 0.000
H 1.769 -1.020 -3.792 0.000
H -0.095 0.233 -8.241 0.000
H 0.648 0.174 -8.073 0.000
F 0.264 -0.925 6.651 0.000
C 0.220 -0.710 5.295 -0.005
C 0.183 0.595 4.838 0.019
C 0.097 0.807 3.438 0.048
C -0.020 -0.288 2.607 0.304
C 0.108 -1.582 3.057 0.046
C 0.195 -1.813 4.457 0.018
H 0.210 1.428 5.528 0.002
H 0.151 1.825 3.045 0.006
H 0.168 -2.431 2.370 0.006
H 0.229 -2.814 4.856 0.002
```

Values from the calculation:
- E_HOMO (spin up / spin down): -13.90 / -13.88 eV
- Multiplicity: 2
- Gap between HOMO and LUMO (spin up / spin down): 7.8 / 5.9 eV
- Strongest force on any atom: 1.56 eV Å⁻¹
- Charge: +2

7 unconnected molecules or ions with the total composition C42H77N8O5. Source: the Open Molecules 2025 dataset; level of theory: ωB97M-V with the def2-TZVPD basis set.

```
132
Properties=species:S:1:pos:R:3:lowdin_charge:R:1
C 7.507 -0.789 2.216 -0.088
C 6.056 -0.449 1.909 -0.231
C 5.916 0.354 0.627 -0.194
O 4.631 0.168 0.055 -0.113
C 3.906 1.340 -0.202 -0.287
C 3.357 1.933 1.095 -0.068
C 2.169 1.123 1.547 -0.097
N 1.029 1.420 0.647 -0.059
C -0.165 0.579 0.973 -0.104
C -1.424 1.284 0.473 -0.112
C -2.559 0.321 0.106 -0.157
O -3.786 0.781 0.656 -0.002
C -4.232 0.167 1.795 -0.475
C -3.231 -0.148 2.873 0.025
O -5.424 -0.035 1.942 0.107
C 1.357 1.355 -0.833 -0.020
C 2.835 1.075 -1.268 -0.396
N 3.135 1.993 -2.394 0.091
C 2.947 -0.331 -1.892 -0.119
C 2.609 -1.552 -1.031 -0.229
C 1.215 -2.164 -1.253 -0.160
C 0.796 -2.925 -0.012 -0.191
O -0.609 -3.229 -0.038 -0.003
C -1.226 -3.305 1.153 -0.323
O -2.441 -3.440 1.250 0.063
H 7.615 -1.085 3.248 0.072
H 7.814 -1.620 1.594 0.074
H 8.147 0.059 2.001 0.077
H 5.588 0.074 2.739 0.104
H 5.475 -1.356 1.775 0.086
H 6.659 0.000 -0.078 0.133
H 6.119 1.398 0.855 0.128
H 4.588 2.082 -0.614 0.149
H 4.118 1.980 1.856 0.124
H 2.998 2.931 0.847 0.136
H 1.873 1.454 2.536 0.142
H 2.371 0.064 1.618 0.132
H 0.729 2.367 0.855 0.179
H -0.219 0.469 2.047 0.135
H -0.083 -0.374 0.471 0.107
H -1.802 1.948 1.241 0.128
H -1.193 1.901 -0.390 0.113
H -2.680 0.316 -0.966 0.136
H -2.336 -0.685 0.438 0.104
H -2.972 0.757 3.409 0.059
H -2.336 -0.622 2.492 0.056
H -3.704 -0.833 3.556 0.091
H 0.724 0.613 -1.292 0.110
H 1.053 2.292 -1.266 0.097
H 2.331 2.002 -3.012 0.039
H 3.169 2.935 -2.013 0.084
H 3.949 -0.413 -2.282 0.121
H 2.260 -0.307 -2.734 0.124
H 3.336 -2.315 -1.281 0.059
H 2.735 -1.362 0.031 0.083
H 1.254 -2.888 -2.060 0.094
H 0.460 -1.436 -1.532 0.107
H 0.987 -2.294 0.855 0.096
H 1.407 -3.813 0.107 0.107
H -0.604 -3.201 2.054 0.149
C 1.434 5.108 -5.874 -0.101
C 0.164 5.558 -5.160 -0.254
C 0.091 5.071 -3.707 -0.187
C 0.101 3.610 -3.641 -0.211
N 0.110 2.461 -3.589 0.164
H 1.488 4.020 -5.946 0.072
H 1.460 5.502 -6.888 0.077
H 2.325 5.461 -5.352 0.080
H -0.709 5.199 -5.707 0.114
H 0.115 6.648 -5.155 0.106
H -0.819 5.431 -3.227 0.098
H 0.939 5.451 -3.135 0.121
C 2.952 -6.200 1.423 -0.096
C 3.211 -5.247 2.582 -0.241
C 3.915 -3.974 2.092 -0.187
C 5.225 -4.306 1.529 -0.242
N 6.263 -4.598 1.134 0.173
H 3.891 -6.502 0.960 0.059
H 2.439 -7.102 1.754 0.083
H 2.335 -5.718 0.660 0.055
H 3.823 -5.730 3.344 0.117
H 2.263 -4.982 3.055 0.107
H 4.071 -3.269 2.911 0.117
H 3.318 -3.475 1.327 0.086
C 4.673 -6.180 -1.941 -0.105
C 3.350 -6.347 -2.680 -0.248
C 3.172 -5.335 -3.818 -0.156
C 3.167 -3.974 -3.277 -0.110
N 3.173 -2.925 -2.809 0.156
H 4.751 -5.193 -1.481 0.056
H 4.759 -6.919 -1.146 0.067
H 5.521 -6.315 -2.614 0.084
H 2.520 -6.234 -1.979 0.100
H 3.287 -7.358 -3.085 0.114
H 2.226 -5.497 -4.334 0.123
H 3.974 -5.425 -4.550 0.127
C -6.040 0.395 5.740 -0.101
C -5.875 1.550 6.721 -0.253
C -5.014 2.690 6.162 -0.181
C -3.663 2.227 5.841 -0.229
N -2.601 1.864 5.593 0.141
H -5.080 -0.070 5.510 0.059
H -6.683 -0.376 6.163 0.078
H -6.489 0.729 4.803 0.077
H -5.431 1.181 7.646 0.113
H -6.855 1.954 6.976 0.111
H -4.932 3.500 6.886 0.120
H -5.460 3.095 5.253 0.122
C -5.579 -3.566 0.205 -0.112
C -6.517 -2.879 -0.780 -0.259
C -7.967 -2.833 -0.288 -0.190
C -8.499 -4.181 -0.085 -0.242
N -8.916 -5.240 0.066 0.144
H -5.856 -4.611 0.357 0.076
H -4.555 -3.551 -0.163 0.052
H -5.595 -3.067 1.173 0.071
H -6.476 -3.394 -1.742 0.111
H -6.178 -1.855 -0.950 0.102
H -8.602 -2.321 -1.010 0.116
H -8.029 -2.292 0.657 0.119
C -4.198 6.826 -1.754 -0.112
C -4.221 8.213 -2.385 -0.255
C -3.095 8.423 -3.405 -0.184
C -1.780 8.281 -2.777 -0.241
N -0.757 8.169 -2.267 0.153
H -3.277 6.662 -1.191 0.066
H -5.030 6.707 -1.061 0.074
H -4.280 6.046 -2.514 0.075
H -4.147 8.970 -1.604 0.114
H -5.176 8.367 -2.889 0.111
H -3.156 9.418 -3.845 0.121
H -3.171 7.694 -4.213 0.118
```

Values from the calculation:
- E_HOMO: -12.35 eV
- Multiplicity: 1
- Gap between HOMO and LUMO: 9.8 eV
- Energy above the lowest of the compared OMol25 structures with the same formula, charge and spin: 0.00 kcal/mol
- Strongest force on any atom: 3.82 eV Å⁻¹
- Charge: +1